C29H26CoN7OS2Te as an isolated structure at a distorted geometry, computed with the ωB97M-V functional and the def2-TZVPD basis.

XYZ file:
```
67
C29H26CoN7OS2Te, DFT the ωB97M-V functional and the def2-TZVPD basis
C 3.97 1.12 -0.33
C 3.16 0.16 -0.91
C -3.45 1.48 0.39
N 2.16 0.49 -1.73
H 2.01 -4.16 -1.03
C -1.55 -2.00 -2.13
Co 1.17 -1.10 -2.56
H -3.37 4.23 1.09
H -0.13 1.18 -0.23
H -4.17 2.10 0.92
H -2.23 4.69 2.35
C -0.79 3.94 0.21
C -0.90 -3.02 -2.95
H -0.39 4.81 0.75
H -0.20 3.39 2.84
N -0.85 -1.03 -1.63
H -3.22 3.25 2.56
H -1.12 1.88 2.98
C -1.55 3.02 1.18
C 0.45 -4.87 -4.48
C -1.26 -0.37 5.50
H 2.12 -3.54 -4.36
H 0.05 3.42 -0.24
C -1.20 1.00 -0.26
C -1.65 -0.13 -0.93
Te 0.86 -1.27 1.77
C -2.67 3.84 1.83
H 4.77 0.83 0.34
H -1.57 -1.51 3.72
C 1.97 1.78 -1.97
S -3.26 -1.93 -1.81
C 1.09 -3.71 -4.06
H 1.16 2.04 -2.64
H 2.61 3.79 -1.57
H -2.58 -4.36 -3.08
C -3.01 -0.46 -0.92
H -4.98 0.11 -0.24
N 0.68 -0.13 -4.13
N 2.31 -2.06 -1.26
C 0.84 0.77 5.66
O -0.06 1.32 -6.07
C -0.87 -5.11 -4.13
C 2.78 2.74 -1.38
C 0.44 -2.75 -3.28
H 2.17 0.52 4.01
H -1.44 4.29 -0.59
S -0.37 0.63 -4.82
H 0.98 -5.59 -5.09
H -1.37 -6.01 -4.46
H 4.09 -3.93 0.49
C -3.92 0.35 -0.26
C 1.21 0.26 4.42
N 4.13 -1.94 0.03
C 3.27 -1.28 -0.69
C 2.58 -3.26 -0.82
C -0.40 0.46 6.21
N 3.67 -3.20 -0.06
H -2.23 -0.62 5.91
H -0.69 0.86 7.18
N 3.79 2.42 -0.57
H 1.52 1.42 6.20
C -2.09 1.82 0.41
H 0.23 1.96 1.87
C -0.60 2.54 2.28
C 0.35 -0.57 3.69
C -1.55 -4.18 -3.36
C -0.89 -0.87 4.26
```

Output
⟨S²⟩: 0.774
Total charge: -1
LUMO (alpha / beta): 2.24 / 0.42 eV
F_max: 1.2 eV/Å
HOMO energy (alpha / beta): -4.536 / -2.830 eV
DFT total energy: -109563.4638 eV
Spin multiplicity: 2